122
Properties=species:S:1:pos:R:3:lowdin_charge:R:1 method="wB97M-V/def2-TZVPD" lumo_ha=-0.17024 homo_energy_ev=-8.9 spin_multiplicity=1 total_energy_ha=-3744.391974
Al -0.10760 0.99432 0.73171 1.33
N -1.88512 3.04432 1.60628 -0.24
S -3.20658 3.19140 2.41668 0.41
O -4.48872 3.24491 1.67126 -0.27
O -3.11273 3.71117 3.76068 -0.26
F -3.29316 1.63470 2.81156 -0.22
S -2.13104 4.72922 1.24783 0.58
O -1.88445 5.72037 2.31539 -0.27
O -3.11530 5.02172 0.21611 -0.26
F -0.72648 4.94033 0.44202 -0.23
C 3.14036 -0.98978 -1.39453 -0.24
O 2.09440 -0.03020 -1.18210 -0.35
H 4.16633 -0.62187 -1.38344 0.06
H 3.16237 -1.77331 -0.63710 0.05
H 3.07994 -1.54029 -2.33335 0.07
N -2.63031 -1.54443 2.82531 -0.61
O -2.14709 -0.86970 1.90790 -0.10
O -2.34780 -1.27238 3.97365 0.00
O -3.26074 -2.54007 2.55227 0.01
C -0.04786 -2.83726 -2.23745 -0.03
C -0.75300 -1.48723 -2.41466 -0.41
C -1.71304 -1.52346 -3.61572 -0.15
O -2.18623 -0.22837 -3.97568 -0.25
C -2.77297 -0.13116 -5.24375 -0.09
N -1.45663 -1.15158 -1.20072 0.11
H 0.61170 -2.94282 -1.37609 0.05
H 0.54189 -3.16552 -3.09333 0.09
H -0.88301 -3.53760 -2.24930 0.07
H 0.07799 -0.81245 -2.62017 0.10
H -2.56846 -2.18082 -3.46005 0.14
H -1.11446 -1.88142 -4.45338 0.12
H -3.70079 -0.70302 -5.22899 0.09
H -2.10733 -0.54235 -6.00267 0.09
H -3.07361 0.88314 -5.50625 0.09
H -1.88187 -1.94219 -0.73791 0.05
H -2.24863 -0.68379 -1.61786 0.06
C -1.88033 3.50510 -3.39830 -0.04
C -1.85703 2.66202 -2.12651 -0.38
C -3.20600 1.90341 -1.87416 -0.15
O -3.00407 1.11986 -0.68453 -0.26
C -4.25644 0.49084 -0.32295 -0.08
N -0.78471 1.70716 -2.27504 0.11
H -0.93987 4.02429 -3.58288 0.08
H -2.60760 4.31583 -3.44173 0.09
H -1.88144 2.90484 -4.30813 0.07
H -1.64217 3.26190 -1.24216 0.09
H -3.46067 1.25024 -2.70880 0.11
H -4.06678 2.56212 -1.75899 0.13
H -4.25210 0.04207 0.67037 0.08
H -4.66852 -0.22822 -1.03093 0.09
H -4.98016 1.26752 -0.07578 0.08
H -1.10412 0.93095 -2.83680 0.04
H -0.10414 2.17609 -2.85559 0.06
C 0.32053 -3.20395 2.84668 -0.03
C 1.23866 -2.87238 1.71049 -0.35
C 1.57103 -4.13790 0.82940 -0.12
O 2.46478 -4.94002 1.69960 -0.22
C 3.06553 -6.09731 1.13473 -0.10
N 0.48225 -1.94942 0.82337 0.08
H 0.72808 -4.04772 3.40350 0.09
H -0.68864 -3.44496 2.51263 0.08
H 0.29260 -2.43494 3.61866 0.06
H 2.16484 -2.43320 2.08117 0.13
H 2.11402 -3.99673 -0.10512 0.11
H 0.67280 -4.70314 0.58081 0.12
H 3.80276 -6.57218 1.78211 0.09
H 3.49640 -5.78225 0.18436 0.08
H 2.25468 -6.76898 0.85283 0.08
H 1.10885 -1.93156 0.03144 0.01
H -0.33548 -2.37192 0.40754 0.03
C 3.64523 4.30958 -0.65579 -0.04
C 2.65850 3.50134 0.21031 -0.41
C 2.21565 4.19503 1.43259 -0.22
O 1.31418 3.39445 2.13805 -0.24
C 0.85137 3.92071 3.42387 -0.06
N 1.55674 3.27417 -0.71636 0.10
H 4.60470 4.40891 -0.14820 0.08
H 3.35369 5.34681 -0.82086 0.09
H 3.71270 3.87434 -1.65285 0.08
H 3.19077 2.59853 0.50985 0.12
H 1.58814 5.01448 1.08212 0.13
H 3.08527 4.52326 2.00190 0.14
H 0.55817 4.97017 3.39615 0.09
H 1.64490 3.94858 4.17061 0.08
H 0.02613 3.37454 3.88080 0.07
H 2.05867 2.82805 -1.47078 0.03
H 1.33392 4.11952 -1.22217 0.10
C 0.96084 -0.16061 5.88983 -0.04
C 1.07792 0.64230 4.57894 -0.40
C 2.33998 0.18392 3.77591 -0.16
O 2.42142 0.69117 2.45132 -0.24
C 3.71553 0.43055 1.86433 -0.08
N -0.17903 0.51730 3.88387 0.11
H 0.06696 0.13040 6.44155 0.09
H 1.75949 0.05363 6.60002 0.08
H 0.82698 -1.23040 5.72946 0.08
H 1.11860 1.69957 4.84093 0.11
H 2.25394 -0.90173 3.73051 0.11
H 3.15945 0.54347 4.39823 0.13
H 3.80632 0.73466 0.82155 0.06
H 3.91812 -0.64023 1.84237 0.08
H 4.52430 0.87502 2.44436 0.09
H -0.55792 -0.41815 3.84546 0.03
H -0.81533 0.94312 4.54258 0.10
C -2.46098 -5.77495 -0.79240 -0.07
C -2.67982 -4.88158 0.40683 -0.33
O -2.45226 -3.54145 0.10084 -0.12
H -3.31261 -5.66277 -1.46339 0.08
H -2.25743 -6.80737 -0.50818 0.08
H -1.55452 -5.40905 -1.27463 0.05
H -2.07895 -5.14517 1.27722 0.11
H -3.72476 -4.92544 0.71387 0.12
H -2.80171 -3.10732 0.88252 0.03
C 1.68799 0.27523 -5.02292 -0.07
C 2.70186 1.17253 -4.35281 -0.29
O 2.13463 1.79304 -3.18129 -0.13
H 2.05844 -0.19454 -5.93407 0.08
H 0.84880 0.94125 -5.22363 0.07
H 1.27568 -0.44175 -4.31296 0.05
H 3.09547 1.93765 -5.02195 0.11
H 3.56390 0.55557 -4.09916 0.10
H 2.07202 1.12949 -2.49036 -0.01